[1]
88
Properties=species:S:1:pos:R:3:forces:R:3 method="wB97M-V/def2-TZVPD" e_homo_ev=-9.94 e_tot_ev=-69577.4217 orbital_gap_ev=6.85 e_above_lowest_kcal_mol=0.0 total_charge=+1
Pt 0.85380 -0.75884 0.01890 0.591 -0.790 0.122
O 2.75351 0.75906 6.43827 0.001 -0.001 -0.003
C 1.53799 0.07786 6.22147 -0.002 -0.009 0.005
C 1.36587 -0.16199 4.74953 -0.050 -0.010 -0.040
C 0.19458 -0.71906 4.25098 0.067 -0.005 0.019
C 0.06894 -0.93288 2.89624 -0.019 0.048 0.052
N 1.03414 -0.62789 2.02295 -0.220 0.275 -0.028
C 2.16924 -0.07078 2.49109 0.082 0.014 -0.002
C 2.35809 0.16785 3.84218 0.031 -0.008 0.010
C 3.17551 0.30584 1.47165 -0.063 -0.048 -0.012
C 4.41855 0.83206 1.77313 -0.006 0.019 0.030
C 5.27579 1.20049 0.74420 -0.014 -0.008 -0.004
C 6.64724 1.74714 1.06361 -0.001 0.010 0.018
O 6.67339 2.49002 2.26342 -0.014 -0.019 -0.001
C 4.83962 1.03415 -0.56309 0.016 -0.042 0.042
C 3.59020 0.48744 -0.78961 0.032 0.084 -0.012
N 2.78078 0.12291 0.20075 -0.118 0.121 -0.059
H 2.88263 0.88812 7.38227 0.000 -0.002 0.001
H 0.68147 0.65548 6.58640 -0.001 0.003 -0.008
H 1.52529 -0.89241 6.73156 -0.003 0.005 0.006
H -0.62677 -0.98144 4.90517 0.004 -0.008 -0.006
H -0.83232 -1.34935 2.48256 -0.063 -0.008 -0.040
H 3.26654 0.62497 4.20159 -0.004 -0.008 -0.001
H 4.73610 0.97143 2.79620 0.004 0.011 -0.010
H 7.02702 2.32123 0.21414 -0.011 0.015 0.002
H 7.32814 0.90753 1.21738 0.007 -0.001 -0.031
H 6.28081 3.35587 2.11090 0.015 0.005 -0.001
H 5.45856 1.32690 -1.40091 -0.002 -0.002 -0.003
H 3.20687 0.35177 -1.79179 0.015 0.018 0.018
C -0.94935 -1.71260 -0.05221 -0.084 0.073 -0.074
Si -2.33395 -0.52182 -0.47731 0.020 -0.036 0.097
C -2.31074 1.04038 0.60996 -0.008 0.073 -0.005
N -1.03006 1.64426 0.95756 -0.003 -0.167 0.042
C -1.05350 2.45612 2.18208 -0.018 0.053 0.055
C -1.01085 3.95287 1.89743 -0.010 -0.011 0.011
C 0.31152 4.30976 1.20813 0.014 -0.003 0.017
C 0.78010 3.15365 0.30758 -0.031 -0.003 -0.020
C -0.40290 2.32422 -0.16667 -0.066 0.066 -0.055
C -2.32084 -0.22356 -2.33733 -0.007 0.029 -0.003
C -2.34310 1.03034 -2.94614 0.034 -0.059 -0.011
C -2.35901 1.16316 -4.33054 -0.004 0.011 -0.006
C -2.37380 0.03644 -5.13852 -0.004 0.003 -0.003
C -2.38354 -1.22510 -4.55457 -0.005 0.004 0.021
C -2.35260 -1.34534 -3.17335 -0.045 0.007 0.008
C -3.99570 -1.31260 -0.08020 -0.013 -0.002 -0.001
C -4.20580 -1.87358 1.18358 0.011 -0.010 0.005
C -5.41879 -2.44628 1.53236 0.000 -0.005 -0.010
C -6.45857 -2.47045 0.61207 0.002 -0.002 0.006
C -6.27582 -1.91870 -0.64630 -0.003 0.000 -0.011
C -5.05629 -1.34650 -0.98661 -0.013 0.019 0.017
H -0.93456 -2.44518 -0.86983 0.002 0.037 0.015
H -1.18400 -2.29592 0.84208 0.014 0.028 0.033
H -2.77787 0.69043 1.53822 0.004 -0.037 -0.037
H -3.03191 1.77310 0.19647 0.029 0.019 -0.006
H -0.19431 2.19281 2.81813 -0.004 -0.009 -0.028
H -1.94970 2.20252 2.75020 0.016 -0.014 0.002
H -1.13098 4.51925 2.82244 -0.008 -0.006 -0.004
H -1.85891 4.21327 1.25876 0.005 0.011 -0.002
H 1.07448 4.52094 1.96127 -0.002 0.006 -0.008
H 0.19070 5.22321 0.62338 -0.001 -0.008 -0.016
H 1.45657 2.49227 0.85669 0.019 0.005 0.018
H 1.33376 3.53344 -0.55249 0.021 -0.012 -0.008
H -0.08155 1.57312 -0.89602 -0.053 0.038 -0.047
H -1.11882 2.98647 -0.68672 0.001 0.011 -0.008
H -2.35962 1.92527 -2.33875 0.035 0.050 0.054
H -2.37739 2.14910 -4.77761 0.007 -0.002 0.002
H -2.40302 0.13874 -6.21596 0.000 0.002 0.002
H -2.43274 -2.11114 -5.17736 -0.004 -0.002 -0.004
H -2.38540 -2.33738 -2.73145 -0.011 0.015 0.001
H -3.40411 -1.86957 1.91807 -0.002 0.005 -0.008
H -5.55486 -2.87586 2.51678 -0.003 0.000 0.000
H -7.40749 -2.91814 0.87732 -0.003 0.002 -0.001
H -7.08452 -1.93199 -1.36584 -0.002 -0.001 0.001
H -4.93349 -0.91726 -1.97431 0.000 -0.005 -0.007
O 0.82010 -0.89907 -2.03421 -0.135 0.233 -0.152
S 1.81780 -1.80139 -2.78420 -0.060 -0.074 0.097
C 1.23289 -1.62078 -4.48780 0.017 0.022 -0.017
C 0.97668 -3.02461 -5.01975 -0.035 -0.030 0.007
C 0.35398 -3.80197 -3.86123 0.025 -0.034 -0.025
C 1.22957 -3.51480 -2.64571 -0.036 0.037 0.044
H 1.94984 -1.03491 -5.05851 0.024 -0.019 0.004
H 0.30392 -1.05697 -4.36877 0.010 0.016 -0.004
H 1.90986 -3.49600 -5.33610 0.003 0.006 0.000
H 0.32118 -2.98109 -5.88926 -0.005 0.004 0.003
H 0.31866 -4.87177 -4.06312 -0.024 -0.006 0.014
H -0.66504 -3.45774 -3.68073 0.055 0.015 -0.006
H 2.12335 -4.13929 -2.61668 0.026 0.012 -0.042
H 0.72905 -3.57925 -1.67956 0.034 -0.016 -0.005



[2]
94
Properties=species:S:1:pos:R:3:forces:R:3 method="wB97M-V/def2-TZVPD" e_homo_ev=-8.79 e_tot_ev=-150720.8041 orbital_gap_ev=5.50 e_above_lowest_kcal_mol=0.0 total_charge=+1
Sn -0.15245 0.96875 -1.66009 -0.077 0.135 0.125
C 1.42065 -0.68325 5.62131 0.017 0.057 0.006
C 0.78655 -0.42735 4.28841 -0.398 -0.600 0.206
C -0.27005 -1.16325 3.82971 0.255 0.310 0.200
C -0.86755 -0.86755 2.58121 0.202 0.123 -0.228
C -2.08415 -1.38005 2.14091 -0.092 0.074 -0.039
N -2.66325 -2.53305 2.46751 -0.181 0.466 -0.149
C -1.95765 -3.74545 2.84171 0.491 -0.352 0.249
C -0.66695 -3.93465 2.03081 -0.172 0.085 -0.116
C -0.88115 -3.86065 0.50311 -0.193 -0.281 0.484
N 0.20595 -3.19585 -0.16559 0.406 0.047 -0.383
C 1.19025 -3.80435 -0.78669 -0.294 0.172 0.315
C 2.18155 -3.15495 -1.52239 0.267 0.445 -0.236
C 3.18595 -3.92595 -2.15519 0.089 0.298 -0.064
C 4.15935 -3.34885 -2.92429 -0.118 -0.279 0.136
C 5.22975 -4.15325 -3.59249 -0.025 0.010 -0.099
C 4.12785 -1.95085 -3.08509 -0.427 0.099 0.242
C 3.16385 -1.13905 -2.52609 0.064 -0.509 -0.007
C 3.26895 0.28575 -2.77649 0.334 0.569 -0.147
N 2.35645 1.15305 -2.65569 -0.002 -0.678 -0.046
C 2.67035 2.52715 -2.91929 0.045 0.562 -0.112
C 2.28515 3.40545 -1.72169 0.036 -0.155 0.124
C 2.71035 2.79945 -0.38419 0.349 0.452 -0.131
N 1.70215 1.91445 0.14381 -0.459 -0.619 0.420
C 1.66015 1.77965 1.40181 0.624 0.538 -0.313
C 0.87245 0.84205 2.17851 -0.140 -0.167 0.559
C 1.31355 0.58395 3.46041 -0.243 0.092 -0.755
C -0.25105 0.09315 1.67091 -0.296 -0.548 0.342
O -0.70745 0.13615 0.51321 -0.030 0.064 -0.636
C 2.15275 -1.71095 -1.67389 0.378 -0.603 -0.004
O 1.30225 -1.02735 -1.05419 -0.331 0.289 0.209
H 1.02075 -1.57925 6.08651 -0.038 -0.068 0.058
H 1.26225 0.15315 6.30021 0.004 0.057 0.088
H 2.49455 -0.81075 5.50141 0.115 -0.038 0.085
H -0.70165 -1.92635 4.45861 -0.038 -0.094 0.152
H -2.60915 -0.76385 1.41521 -0.170 0.014 0.055
H -3.62865 -2.65105 2.19721 0.130 0.076 -0.106
H -2.63795 -4.57995 2.66101 -0.011 0.097 0.068
H -1.70915 -3.74435 3.90781 -0.113 -0.100 -0.110
H -0.24195 -4.90205 2.29661 0.046 0.008 0.079
H 0.05355 -3.16805 2.31611 0.022 -0.142 -0.022
H -1.78995 -3.29995 0.26891 0.083 -0.137 -0.048
H -0.98655 -4.86825 0.09151 -0.075 0.122 -0.038
H 0.23035 -2.16775 -0.24619 0.041 -0.009 -0.002
H 1.22175 -4.88765 -0.71429 -0.102 -0.064 -0.049
H 3.17465 -4.99615 -2.00569 0.041 -0.188 -0.014
H 5.29655 -5.14605 -3.15679 0.069 -0.088 -0.011
H 6.19355 -3.66005 -3.49409 0.141 -0.042 0.010
H 5.02245 -4.25875 -4.65719 0.044 -0.057 -0.077
H 4.89855 -1.48735 -3.68889 0.083 0.057 -0.040
H 4.27015 0.59665 -3.11579 -0.068 0.049 -0.006
H 2.07845 2.84415 -3.78479 0.141 0.038 -0.004
H 3.74005 2.65865 -3.15149 -0.135 -0.031 -0.026
H 1.20065 3.55475 -1.69479 0.083 0.192 -0.032
H 2.76335 4.37765 -1.84599 -0.128 0.038 -0.040
H 2.94045 3.59325 0.34211 0.017 -0.096 -0.107
H 3.62085 2.20215 -0.52449 0.012 0.129 0.024
H 2.35535 2.37195 2.02361 -0.089 -0.051 -0.073
H 2.15345 1.14755 3.84831 0.120 0.101 -0.081
C -4.13675 5.09875 -3.28839 0.013 -0.314 0.271
S -4.27125 4.11605 -1.76369 -0.156 0.254 0.025
C -3.06635 2.86935 -2.04789 0.184 -0.126 -0.452
S -1.61815 3.21535 -2.84569 0.542 0.055 -0.277
N -3.47515 1.69145 -1.65179 -1.741 0.131 0.786
N -2.66365 0.67905 -1.85499 0.848 -0.892 -0.334
C -3.15775 -0.51485 -1.88579 -0.465 1.125 0.307
C -2.33225 -1.57975 -2.37349 0.430 -0.851 -0.329
C -2.80515 -2.89975 -2.45359 0.069 0.382 0.149
C -2.01305 -3.86615 -3.03499 0.281 0.090 -0.097
C -0.77645 -3.49425 -3.54949 -0.146 -0.073 -0.032
C -0.38425 -2.16995 -3.43519 0.198 -0.373 -0.056
N -1.11865 -1.24395 -2.85009 -0.298 0.180 0.139
H -4.43545 6.11455 -3.05649 0.017 0.109 0.012
H -3.10845 5.05695 -3.63679 -0.031 0.194 0.015
H -4.80335 4.66935 -4.03029 -0.026 0.057 -0.095
H -4.21545 -0.69165 -1.69399 0.012 0.079 0.015
H -3.78775 -3.14295 -2.07969 -0.126 0.025 0.066
H -2.35285 -4.88965 -3.10589 -0.043 -0.051 -0.031
H -0.14355 -4.21035 -4.04589 0.123 -0.070 -0.089
H 0.56825 -1.84055 -3.83059 0.080 -0.016 -0.041
C -2.78855 3.15645 3.81941 0.171 0.073 -0.262
As -1.68255 4.15225 2.54481 -0.126 0.210 0.373
C -2.59765 5.84255 2.25051 0.041 -0.085 0.007
C -0.04755 4.51215 3.56711 -0.204 -0.054 -0.234
S -1.39685 3.23465 0.72081 0.066 -0.038 0.031
H -3.03205 3.78235 4.67411 0.021 0.052 0.079
H -2.24355 2.26965 4.15011 0.030 0.106 -0.063
H -3.70635 2.84085 3.32441 0.065 0.075 -0.067
H -2.73955 6.39755 3.17421 -0.021 0.029 0.077
H -3.56295 5.61615 1.78821 0.155 -0.052 0.113
H -2.02055 6.43495 1.53661 0.025 -0.155 0.132
H -0.26965 5.13145 4.43251 -0.045 0.032 0.067
H 0.67985 5.01725 2.93131 -0.130 -0.009 -0.038
H 0.37415 3.56015 3.89611 -0.119 0.032 -0.053